Record 1
72
Properties=species:S:1:pos:R:3:forces:R:3 method="wB97M-V/def2-TZVPD" orbital_gap_ev=7.196 multiplicity=1 homo_energy_ha=-0.2791 total_charge=0 lumo_ev=-0.40
C -7.6718 0.7768 4.3004 0.072 -0.098 -0.062
N -6.2413 0.9091 4.0670 0.057 0.030 0.760
C -5.5841 -0.3275 3.7046 -0.302 -0.224 -0.146
C -4.0681 -0.1614 3.6342 -0.179 0.117 -0.116
N -3.7522 0.9513 2.7061 1.912 -0.015 -0.401
C -2.4343 1.1299 2.2676 0.525 1.198 -0.172
S -1.1631 -0.0544 1.8047 0.560 -2.572 1.687
S -1.5960 2.5552 2.2114 -1.238 1.043 0.153
C -4.3755 2.2099 3.1214 -0.255 0.056 0.410
C -5.8761 2.0693 3.2962 -0.411 -0.080 -0.468
H -8.0819 1.7049 4.7265 0.226 -0.265 -0.092
H -8.2470 0.5521 3.3821 0.144 0.051 0.040
H -7.8579 -0.0454 5.0069 0.086 0.272 -0.140
H -5.8358 -1.0362 4.5114 0.203 -0.037 -0.461
H -5.9623 -0.7300 2.7353 0.147 0.036 0.281
H -3.7164 0.1158 4.6400 0.083 -0.015 -0.169
H -3.5610 -1.0893 3.3322 -0.208 0.393 -0.114
H -3.9492 2.5007 4.0881 0.179 0.122 -0.041
H -4.1386 2.9932 2.3935 -0.107 -0.269 0.225
H -6.3549 2.0545 2.2932 0.031 0.069 0.159
H -6.2460 2.9457 3.8524 0.118 -0.113 -0.400
C 4.6672 -1.8985 -3.8195 -0.307 -0.284 -0.146
N 4.0879 -1.2141 -2.6833 0.674 0.368 0.322
C 4.8937 -0.5663 -1.7906 0.549 -0.190 0.098
O 6.1221 -0.5311 -1.8193 -1.472 0.084 -0.023
C 3.9687 0.0983 -0.7613 0.293 -0.587 0.192
C 4.0062 1.6248 -0.8750 -0.129 0.265 -0.068
C 5.3903 2.2184 -0.7165 -0.035 0.350 -0.143
C 5.8609 3.1474 -1.6579 0.307 -0.529 0.391
C 7.1736 3.6210 -1.5725 -0.110 0.048 0.061
C 8.0057 3.2177 -0.5248 -0.409 -0.263 0.155
C 7.5069 2.3407 0.4536 -0.133 0.257 -0.369
C 6.2004 1.8542 0.3576 0.353 0.066 0.016
N 2.6713 -0.4987 -1.0686 -0.113 0.117 -0.128
C 1.5519 -0.1747 -0.3332 -0.960 -0.503 0.033
C 0.3083 -0.6947 -0.5464 0.344 0.401 0.406
C -1.0546 -0.2841 0.0252 -0.909 0.493 -1.270
C -2.2156 -1.2184 -0.3858 0.344 -0.107 -0.818
C -3.5302 -0.8714 -0.0477 -0.345 -0.253 -0.070
C -4.6100 -1.7007 -0.3657 0.218 0.398 -0.197
C -4.4190 -2.7954 -1.2274 0.506 0.221 0.486
C -5.5333 -3.5665 -1.6970 -1.667 -1.405 -0.480
N -6.4293 -4.2232 -2.0574 1.654 1.295 0.615
C -3.1157 -3.1475 -1.5848 0.567 0.160 0.162
C -2.0189 -2.3913 -1.1290 -0.664 -0.180 0.067
C 2.6774 -1.3192 -2.2958 0.314 0.265 -0.311
C 1.8050 -0.7291 -3.4188 0.148 0.091 0.012
C 2.3377 -2.8034 -2.0726 0.162 0.068 0.088
H 5.7285 -1.6230 -3.8880 -0.440 -0.075 0.074
H 4.5736 -2.9882 -3.7075 0.161 0.194 -0.026
H 4.1360 -1.6156 -4.7373 0.211 0.014 0.120
H 4.2731 -0.2145 0.2511 0.086 0.113 -0.306
H 3.6147 1.8961 -1.8662 -0.033 0.006 0.261
H 3.3292 2.0405 -0.1115 0.108 -0.044 -0.268
H 5.2026 3.4509 -2.4719 0.229 -0.039 0.119
H 7.5451 4.3076 -2.3368 -0.088 -0.187 0.272
H 9.0319 3.5827 -0.4655 -0.298 -0.110 -0.010
H 8.1427 2.0315 1.2806 -0.125 0.061 -0.153
H 5.8149 1.1579 1.1106 0.250 0.267 -0.264
H 1.7569 0.5327 0.4816 -0.218 -0.322 -0.290
H 0.1998 -1.3454 -1.4048 0.001 0.095 0.319
H -1.2549 0.7172 -0.4036 -0.238 -0.305 0.152
H -3.7265 0.0677 0.4738 0.024 -0.508 -0.041
H -5.6031 -1.4849 0.0423 0.333 0.053 -0.426
H -2.9269 -4.0350 -2.1946 -0.177 0.332 0.173
H -1.0188 -2.7548 -1.3569 -0.317 0.116 -0.004
H 2.2639 0.1959 -3.7980 -0.165 -0.284 0.096
H 1.7226 -1.4701 -4.2267 -0.021 0.390 0.112
H 0.8063 -0.4946 -3.0508 0.073 -0.028 -0.177
H 3.2138 -3.3162 -1.6471 -0.369 0.099 -0.082
H 1.4965 -2.9114 -1.3861 0.094 -0.097 -0.117
H 2.0823 -3.2453 -3.0476 0.093 -0.083 0.451

---

Record 2
17
Properties=species:S:1:pos:R:3:forces:R:3 method="wB97M-V/def2-TZVPD" orbital_gap_ev="8.593 / 7.552" multiplicity=1 homo_energy_ha="-0.3091 / -0.2839" total_charge=0 de_lowest_kj_mol=414.4 lumo_ev="0.18 / -0.17"
C 1.6282 -0.9070 0.6409 0.023 -0.225 -0.469
C 0.7953 0.0606 -0.2116 -1.121 0.346 1.281
N 1.2164 1.2941 -0.4800 -0.275 -0.326 -0.604
H 1.9342 1.2726 -1.2043 0.121 -0.024 0.169
H 0.5124 -0.6645 -1.2119 -0.364 -0.147 -0.103
H 1.1191 -1.8630 0.7838 -0.019 0.051 -0.040
H 1.8187 -0.4491 1.6126 -0.076 0.042 -0.098
H 2.5818 -1.0929 0.1446 0.028 -0.007 0.104
C -1.4698 1.3367 0.3052 -0.034 -0.120 -0.021
C -0.7782 -0.0121 0.3374 0.948 0.516 0.201
C -1.0719 -0.9440 -0.7314 0.801 -0.059 -0.397
H -0.7816 -0.4594 1.3302 -0.049 0.019 0.004
H -0.9333 2.0563 0.9233 -0.050 -0.053 0.001
H -2.5001 1.2415 0.6586 0.055 0.041 0.023
H -1.4889 1.7422 -0.7068 0.042 -0.043 0.008
H -1.5846 -0.5996 -1.6224 0.057 -0.051 0.009
H -0.9977 -2.0125 -0.5683 -0.088 0.041 -0.068

---

Record 3
7
Properties=species:S:1:pos:R:3:forces:R:3 method="wB97M-V/def2-TZVPD" orbital_gap_ev="8.617 / 4.726" multiplicity=2 homo_energy_ha="-0.6472 / -0.6465" total_charge=+2 lumo_ev="-9.00 / -12.87"
Ca 4.7645 -0.0502 -0.8464 -1.422 -0.407 0.717
Cl 2.4178 -0.5997 0.1775 1.404 0.469 -0.766
C -1.4135 0.2985 0.0769 -1.937 -1.285 0.715
Cl -2.2077 0.0483 1.6063 0.353 0.537 -0.301
Cl -1.4633 -1.1161 -0.8978 -0.080 -0.121 -0.696
H -1.7468 1.2095 -0.4202 0.359 0.178 -0.052
H -0.3510 0.2098 0.3037 1.324 0.628 0.384

---

Q: Which value of multiplicity does entry 2 give?
A: 1